[1]
ORCA calculation (wB97M-V/def2-TZVPD) on C34H30BClF4NiO2P2Se as an isolated structure in a non-equilibrium geometry.

Calculated values
**Energy**: -6941.23645 Eh
**Kohn-Sham gap (alpha / beta)**: 2.11 / 4.31 eV
**Expectation value of S²**: 2.018
**Net charge**: -2
**Spin multiplicity**: 3
**E_LUMO (alpha / beta)**: 3.87 / 3.87 eV

Last column: Mulliken charge in e.
Atoms and positions in Å:
Ni1 0.557 2.127 -2.592  0.122
C1 1.055 -0.968 0.559  1.671
C2 2.444 -1.207 1.230  -1.189
P1 2.652 -1.088 3.037  -0.488
C3 1.634 0.347 3.311  0.715
C4 2.221 1.597 3.128  -0.401
C5 1.442 2.707 3.428  -0.409
C6 0.233 2.616 4.128  -0.603
C7 -0.360 1.368 4.217  -0.610
C8 0.294 0.249 3.747  -0.122
C9 1.725 -2.497 3.715  0.807
C10 1.644 -3.726 3.034  -0.451
C11 1.159 -4.891 3.652  -0.678
C12 0.769 -4.829 4.958  -0.287
C13 1.009 -3.689 5.711  -0.594
C14 1.489 -2.527 5.085  -0.477
C15 0.756 -2.131 -0.424  -0.992
P2 0.099 -1.699 -2.107  0.789
C16 0.190 -3.378 -2.736  0.262
C17 1.117 -3.745 -3.720  -0.246
C18 1.501 -5.074 -3.870  -0.668
C19 0.688 -6.055 -3.329  -0.199
C20 -0.354 -5.729 -2.514  -0.715
C21 -0.558 -4.423 -2.138  -0.540
C22 -1.638 -1.196 -2.199  0.679
C23 -2.235 -1.362 -3.466  -0.971
C24 -3.567 -1.030 -3.508  -0.270
C25 -4.298 -0.428 -2.473  -0.659
C26 -3.626 -0.156 -1.266  -0.747
C27 -2.324 -0.551 -1.145  -0.218
H1 1.038 0.014 0.042  -0.793
H2 0.250 -0.975 1.327  0.008
H3 3.183 -0.527 0.762  0.220
H4 2.935 -2.188 1.046  0.809
H5 3.209 1.763 2.691  0.257
H6 1.848 3.656 3.103  0.393
H7 -0.186 3.524 4.606  0.340
H8 -1.378 1.240 4.659  0.287
H9 -0.224 -0.688 3.671  0.464
H10 1.795 -3.636 1.959  0.207
H11 1.117 -5.846 3.142  0.372
H12 0.254 -5.650 5.471  0.325
H13 0.733 -3.616 6.767  0.331
H14 1.524 -1.593 5.604  0.414
H15 -0.038 -2.846 -0.006  0.191
H16 1.714 -2.677 -0.601  0.430
H17 1.521 -2.827 -4.213  0.216
H18 2.344 -5.375 -4.501  0.343
H19 0.960 -7.095 -3.561  0.304
H20 -1.063 -6.453 -2.179  0.391
H21 -1.278 -4.238 -1.381  0.400
H22 -1.685 -1.838 -4.242  0.394
H23 -4.204 -1.307 -4.398  0.173
H24 -5.341 -0.140 -2.728  0.243
H25 -4.132 0.305 -0.477  0.506
H26 -1.853 -0.463 -0.162  0.074
Cl1 -3.915 9.257 -1.431  -0.253
C28 -2.782 7.986 -1.488  0.248
C29 -1.409 8.065 -1.680  -0.364
C30 -0.592 6.904 -1.774  -0.033
C31 -1.154 5.695 -1.836  -0.109
C32 -2.526 5.577 -1.559  -0.488
C33 -3.318 6.679 -1.349  -0.384
C34 -0.265 4.461 -2.145  1.130
O1 -0.829 3.319 -2.398  -0.965
O2 1.005 4.587 -2.073  -0.683
H27 -0.874 9.003 -1.592  0.329
H28 0.538 7.042 -1.730  0.294
H29 -2.974 4.568 -1.654  0.378
H30 -4.364 6.558 -1.183  0.402
Se1 0.983 -0.187 -3.405  -0.464
F1 2.936 3.348 -0.012  -0.263
B1 2.910 2.340 -0.854  0.636
F2 2.847 2.652 -2.311  -0.387
F3 3.619 1.214 -0.569  -0.328
F4 1.401 1.773 -0.814  -0.503

***

[2]
ORCA calculation (wB97M-V/def2-TZVPD) on C38H48IrN4OP2 as an isolated structure.

Calculated values
**Energy**: -2557.93139 Eh
**Kohn-Sham gap (alpha / beta)**: 6.90 / 6.15 eV
**Expectation value of S²**: 6.054
**Net charge**: +1
**Spin multiplicity**: 5
**E_LUMO (alpha / beta)**: -1.77 / -4.49 eV

Last column: Mulliken charge in e.
Atoms and positions in Å:
Ir1 0.552 -0.231 0.059  2.279
C1 -2.712 -2.909 1.439  -1.890
C2 -1.898 -1.705 1.131  0.464
N1 -0.944 -1.713 0.066  1.992
N2 -1.068 -2.728 -0.762  -1.111
C3 -0.051 -2.802 -1.659  -0.445
O1 0.926 -2.020 -1.617  -0.597
C4 -0.160 -3.845 -2.700  0.923
C5 -1.206 -4.767 -2.701  -0.238
C6 -1.276 -5.730 -3.694  -0.820
C7 -0.308 -5.777 -4.688  -0.427
C8 0.734 -4.860 -4.691  -1.053
C9 0.811 -3.897 -3.699  -0.299
C10 -1.959 -0.531 1.884  0.234
C11 -2.865 -0.332 2.958  -1.319
C12 -2.901 0.880 3.596  -0.611
C13 -2.046 1.907 3.178  -1.117
C14 -1.163 1.646 2.142  -0.213
N3 -1.100 0.477 1.525  0.311
H1 -2.613 -3.649 0.654  0.266
H2 -3.768 -2.649 1.544  0.585
H3 -2.396 -3.361 2.385  0.340
H4 -1.958 -4.721 -1.927  0.418
H5 -2.086 -6.446 -3.693  0.433
H6 -0.367 -6.530 -5.462  0.404
H7 1.487 -4.898 -5.467  0.429
H8 1.621 -3.180 -3.685  0.455
H9 -3.528 -1.132 3.257  0.516
H10 -3.594 1.044 4.410  0.452
H11 -2.053 2.879 3.649  0.491
H12 -0.475 2.406 1.793  0.407
C15 -0.320 1.253 -4.550  -1.409
C16 0.205 0.459 -3.354  0.877
C17 1.731 0.379 -3.408  -1.668
P1 -0.312 1.058 -1.686  0.304
C18 -2.120 1.398 -1.662  0.975
C19 -2.875 0.183 -2.210  -1.296
C20 -2.590 2.703 -2.296  -1.650
C21 0.659 2.569 -1.433  -0.282
C22 0.633 3.688 -2.263  -0.773
C23 1.613 4.662 -2.175  -1.189
C24 2.656 4.500 -1.271  -0.994
C25 2.689 3.412 -0.419  -0.445
C26 1.669 2.460 -0.461  0.906
N4 1.647 1.352 0.421  0.456
C27 2.144 1.526 1.738  0.266
C28 2.278 2.775 2.344  -0.490
C29 2.650 2.864 3.677  -1.060
C30 2.886 1.723 4.426  -0.970
C31 2.756 0.476 3.829  -0.785
C32 2.398 0.364 2.494  -0.314
P2 2.088 -1.172 1.578  0.877
C33 3.666 -1.485 0.657  0.901
C34 3.653 -2.819 -0.088  -1.398
C35 4.949 -1.312 1.471  -1.544
C36 1.748 -2.513 2.789  0.462
C37 2.959 -3.035 3.565  -1.700
C38 1.022 -3.681 2.117  -1.175
H13 0.053 0.796 -5.469  0.465
H14 0.038 2.282 -4.541  0.240
H15 -1.407 1.263 -4.610  0.316
H16 -0.201 -0.556 -3.399  0.309
H17 2.171 1.378 -3.427  0.347
H18 2.031 -0.133 -4.324  0.546
H19 2.147 -0.173 -2.565  0.077
H20 -2.323 1.456 -0.587  -0.004
H21 -2.769 0.103 -3.292  0.215
H22 -3.938 0.292 -1.994  0.494
H23 -2.537 -0.753 -1.765  0.127
H24 -2.367 2.752 -3.362  0.252
H25 -2.147 3.573 -1.811  0.389
H26 -3.673 2.780 -2.186  0.471
H27 -0.154 3.795 -2.997  0.448
H28 1.580 5.527 -2.822  0.478
H29 3.454 5.230 -1.228  0.426
H30 3.506 3.301 0.281  0.758
H31 2.067 3.681 1.794  0.591
H32 2.737 3.841 4.134  0.444
H33 3.166 1.799 5.468  0.448
H34 2.929 -0.412 4.419  0.305
H35 3.630 -0.681 -0.088  0.122
H36 3.717 -3.659 0.605  0.264
H37 4.530 -2.872 -0.735  0.498
H38 2.765 -2.936 -0.707  0.073
H39 5.127 -2.163 2.126  0.286
H40 4.943 -0.405 2.077  0.346
H41 5.796 -1.247 0.786  0.471
H42 1.052 -2.033 3.490  0.682
H43 3.606 -3.624 2.914  0.320
H44 2.615 -3.696 4.361  0.478
H45 3.568 -2.254 4.016  0.339
H46 1.675 -4.199 1.414  0.265
H47 0.134 -3.365 1.575  0.043
H48 0.723 -4.404 2.878  0.531

***

[3]
ORCA calculation (wB97M-V/def2-TZVPD) on a 2-piece molecular cluster, C4H9BrO overall in a non-equilibrium geometry.

Calculated values
**Energy**: -2806.88889 Eh
**Kohn-Sham gap (alpha / beta)**: 6.98 / 6.99 eV
**Energy above the lowest of the compared OMol25 structures with the same formula, charge and spin**: 102.44 kcal/mol
**E_LUMO (alpha / beta)**: -1.36 / -1.36 eV

Last column: natural (NBO) charge in e.
Atoms and positions in Å:
C1 0.421 2.196 0.634  -0.648
C2 -1.757 -1.983 0.955  -0.756
C3 0.959 0.843 0.145  -0.068
C4 -1.808 -0.997 -0.121  0.030
O1 0.391 -0.271 0.662  -0.681
Br1 -2.831 0.508 -0.081  0.198
H1 -0.648 2.587 0.451  0.199
H2 0.653 2.142 1.688  0.206
H3 1.228 3.020 0.380  0.197
H4 -2.765 -2.223 1.318  0.244
H5 -1.358 -2.956 0.545  0.243
H6 -0.912 -1.656 1.676  0.331
H7 2.020 0.977 0.466  0.163
H8 1.011 0.784 -0.973  0.135
H9 -1.540 -1.187 -1.128  0.206

***

[4]
ORCA calculation (wB97M-V/def2-TZVPD) on C7H6FN2NaS as an isolated structure in a non-equilibrium geometry.

Calculated values
**Energy**: -1040.30315 Eh
**Kohn-Sham gap**: 7.96 eV
**E_LUMO**: -0.18 eV

Last column: natural (NBO) charge in e.
Atoms and positions in Å:
Na1 -0.265 -2.108 2.552  0.963
F1 -1.616 -1.642 3.717  -0.890
N1 -2.034 0.500 2.404  -0.807
C1 -1.267 0.470 1.311  0.307
N2 -0.462 -0.535 1.007  -0.682
C2 0.244 -0.263 -0.175  0.216
C3 1.174 -1.103 -0.785  -0.265
C4 1.792 -0.702 -1.965  -0.204
C5 1.491 0.527 -2.549  -0.235
C6 0.562 1.373 -1.957  -0.194
C7 -0.048 0.965 -0.780  -0.259
S1 -1.245 1.805 0.171  0.329
H1 -1.917 -0.300 3.129  0.473
H2 -2.635 1.284 2.576  0.392
H3 1.407 -2.068 -0.343  0.204
H4 2.516 -1.356 -2.439  0.215
H5 1.981 0.826 -3.467  0.217
H6 0.320 2.328 -2.408  0.219

***

Question: The highest energy belongs to which entry?
Answer: C7H6FN2NaS

***

Question: Which of these has the lowest energy?
Answer: C34H30BClF4NiO2P2Se

***

Question: Which formula does entry 4 have?
Answer: C7H6FN2NaS

***

Question: What is the formula in the second record?
Answer: C38H48IrN4OP2